No. 1
DFT (ωB97M-V with the def2-TZVPD basis set) results for C16H31NOsP2S as an isolated structure.

XYZ file:
```
52
C16H31NOsP2S (ωB97M-V with the def2-TZVPD basis set)
P -1.764 -2.168 -1.873
P 2.141 -1.654 1.042
C 0.550 -2.957 -1.278
C 1.107 -3.117 0.189
H 1.118 -2.207 -1.837
H 0.356 -3.898 -1.773
H 0.426 -3.638 0.927
H 2.052 -3.626 0.260
C 3.554 -1.764 -0.101
H 4.461 -1.292 0.306
H 3.369 -1.341 -1.108
H 3.773 -2.835 -0.212
C 2.494 -2.244 2.652
H 2.790 -3.279 2.510
H 1.604 -2.196 3.276
H 3.306 -1.711 3.143
C -2.247 -2.397 -3.565
H -2.941 -1.676 -4.036
H -2.660 -3.385 -3.816
H -1.297 -2.350 -4.111
C -3.161 -2.820 -0.807
H -2.776 -2.741 0.237
H -3.245 -3.885 -0.989
H -4.145 -2.361 -0.921
Os -0.585 -2.150 0.051
C 0.688 -5.727 0.626
C 1.390 -5.599 -0.518
C 1.237 -6.310 -1.809
C -0.211 -6.511 -2.295
C -1.224 -5.485 -1.863
C -1.870 -5.609 -0.682
C -1.693 -6.615 0.397
C -0.239 -6.856 0.881
C -1.359 -0.485 -1.347
H 0.958 -5.188 1.553
H 2.388 -5.144 -0.513
H 1.715 -7.297 -1.689
H 1.824 -5.795 -2.597
H -0.205 -6.496 -3.392
H -0.540 -7.536 -2.048
H -1.659 -4.868 -2.675
H -2.916 -5.274 -0.602
H -2.093 -7.584 0.037
H -2.310 -6.331 1.278
H -0.268 -7.006 1.974
H 0.158 -7.809 0.480
H -1.557 -0.280 -0.293
H -2.209 -0.187 -1.972
H -0.497 0.122 -1.666
S 1.219 0.089 0.399
C 0.175 0.872 1.651
N -0.471 1.612 2.311
```

ΔE to the lowest compared entry with this formula, charge and spin in kJ/mol: 947.7
Charge: +2
Lowest unoccupied orbital energy (alpha / beta) in Eh: -0.2567 / -0.3154
Kohn-Sham gap (alpha / beta) in eV: 4.457 / 6.207
E in eV: -50434.758
Spin multiplicity: 5

No. 2
DFT (ωB97M-V with the def2-TZVPD basis set) results for C16H31NP2PbSe as an isolated structure.

XYZ file:
```
52
C16H31NP2PbSe (ωB97M-V with the def2-TZVPD basis set)
P 0.292 -1.273 -1.311
P 0.646 1.875 -0.330
C 0.681 0.110 -2.537
C 1.498 1.233 -1.888
H -0.258 0.487 -2.968
H 1.230 -0.363 -3.369
H 2.513 0.889 -1.633
H 1.589 2.061 -2.607
C -0.399 3.072 -1.351
H -0.755 3.900 -0.721
H -1.293 2.648 -1.837
H 0.224 3.513 -2.143
C 1.557 3.208 0.612
H 0.918 4.120 0.638
H 2.551 3.506 0.159
H 1.721 2.921 1.672
C -0.891 -2.297 -2.329
H -1.071 -3.288 -1.881
H -0.458 -2.447 -3.321
H -1.870 -1.798 -2.433
C 1.785 -2.329 -1.446
H 2.671 -1.680 -1.488
H 1.745 -2.928 -2.368
H 1.897 -3.026 -0.603
Pb 3.472 0.644 1.202
C -1.462 0.900 0.033
C -2.022 0.148 -0.993
C -3.312 -0.549 -0.652
C -3.220 -1.722 0.362
C -2.026 -2.568 0.237
C -0.696 -2.136 0.436
C -0.335 -1.031 1.430
C -1.185 0.243 1.408
C 2.883 -0.712 2.907
H -1.930 1.881 0.230
H -1.929 0.504 -2.023
H -3.814 -0.914 -1.561
H -3.941 0.226 -0.187
H -3.364 -1.332 1.376
H -4.088 -2.352 0.158
H -2.191 -3.644 0.082
H 0.044 -2.985 0.433
H 0.716 -0.748 1.298
H -0.371 -1.452 2.447
H -2.142 0.047 1.925
H -0.650 0.982 2.030
H 3.574 -0.471 3.725
H 2.901 -1.793 2.714
H 1.870 -0.431 3.228
Se 1.731 2.877 5.812
C 2.273 2.332 4.244
N 2.689 1.947 3.183
```

ΔE to the lowest compared entry with this formula, charge and spin in kJ/mol: 0.0
Lowest unoccupied orbital energy (alpha / beta) in Eh: -0.0568 / -0.0559
Kohn-Sham gap (alpha / beta) in eV: 4.903 / 5.181
E in eV: -107748.259
Spin multiplicity: 1

No. 3
DFT (ωB97M-V with the def2-TZVPD basis set) results for C16H31NP2SV as an isolated structure.

XYZ file:
```
52
C16H31NP2SV (ωB97M-V with the def2-TZVPD basis set)
P 2.418 -4.225 -4.710
P -0.312 -5.634 -3.716
C 2.094 -6.011 -5.195
C 0.605 -6.373 -5.180
H 2.644 -6.637 -4.477
H 2.526 -6.184 -6.192
H 0.112 -5.991 -6.086
H 0.470 -7.465 -5.158
C -0.246 -7.073 -2.567
H -0.907 -6.872 -1.704
H 0.777 -7.205 -2.174
H -0.567 -8.004 -3.051
C -2.024 -5.828 -4.339
H -2.233 -6.850 -4.686
H -2.203 -5.125 -5.174
H -2.738 -5.574 -3.535
C 4.209 -4.360 -4.350
H 4.625 -3.350 -4.181
H 4.768 -4.839 -5.166
H 4.364 -4.940 -3.422
C 2.504 -3.473 -6.390
H 1.499 -3.426 -6.843
H 3.173 -4.030 -7.059
H 2.874 -2.435 -6.298
V -0.020 -0.087 -0.029
C -1.355 -1.419 -1.079
C -0.615 -2.179 -0.098
C 0.550 -3.017 -0.401
C 1.901 -2.315 -0.261
C 1.917 -0.912 -0.686
C 1.238 -0.393 -1.850
C 0.483 -1.211 -2.804
C -1.012 -1.328 -2.503
C 1.072 1.817 0.576
H -2.370 -1.095 -0.780
H -1.127 -2.335 0.879
H 0.463 -3.476 -1.424
H 0.538 -3.915 0.285
H 2.200 -2.341 0.819
H 2.700 -2.905 -0.775
H 2.701 -0.260 -0.250
H 1.542 0.630 -2.172
H 0.933 -2.237 -2.906
H 0.608 -0.776 -3.840
H -1.525 -0.422 -2.916
H -1.459 -2.178 -3.079
H 0.301 2.753 0.490
H 1.737 2.014 -0.233
H 1.498 1.682 1.510
S -0.939 3.555 3.054
C -0.655 2.466 2.131
N -0.631 1.469 1.402
```

ΔE to the lowest compared entry with this formula, charge and spin in kJ/mol: 270.0
Lowest unoccupied orbital energy (alpha / beta) in Eh: 0.0166 / -0.0272
Kohn-Sham gap (alpha / beta) in eV: 7.439 / 5.548
E in eV: -73677.585
Spin multiplicity: 4

No. 4
DFT (ωB97M-V with the def2-TZVPD basis set) results for C16H32AgO9S5Tl as an isolated structure.

XYZ file:
```
64
C16H32AgO9S5Tl (ωB97M-V with the def2-TZVPD basis set)
Ag -3.922 -1.016 3.698
Tl -4.834 1.905 0.693
C -0.547 -0.190 -1.008
C 0.154 -1.318 -0.589
C -0.119 -1.925 0.746
O 0.546 -2.896 1.128
C -1.086 -1.424 1.582
C -1.965 -0.399 1.122
C -1.685 0.289 -0.225
O -2.559 0.994 -0.681
O -2.989 -0.030 1.728
O 0.950 -1.823 -1.397
H -0.417 0.238 -1.990
H -1.245 -1.800 2.584
C -4.201 4.922 -4.001
S -3.427 4.373 -2.439
O -4.366 3.474 -1.686
C -2.128 3.368 -3.223
H -4.665 4.092 -4.540
H -3.475 5.411 -4.645
H -5.026 5.578 -3.727
H -2.487 2.886 -4.137
H -1.898 2.569 -2.524
H -1.216 3.878 -3.532
C 4.686 0.483 -2.803
S 3.601 0.511 -1.371
O 4.313 1.354 -0.361
C 2.293 1.540 -2.104
H 4.210 0.124 -3.715
H 5.608 -0.069 -2.635
H 4.965 1.523 -2.984
H 1.648 1.826 -1.269
H 1.715 0.976 -2.836
H 2.653 2.465 -2.552
C -0.956 2.146 3.893
S -2.142 3.539 3.801
O -3.132 3.268 2.707
C -2.937 3.061 5.410
H -0.428 2.139 4.845
H -0.227 2.133 3.082
H -1.543 1.229 3.801
H -2.337 3.330 6.276
H -3.293 2.032 5.408
H -3.793 3.741 5.417
C 0.055 -3.324 4.649
S 0.710 -4.587 5.809
O 0.319 -5.948 5.313
C 2.473 -4.351 5.412
H 0.586 -3.304 3.698
H 0.063 -2.373 5.184
H -0.985 -3.606 4.470
H 2.779 -3.346 5.696
H 2.560 -4.378 4.323
H 2.989 -5.203 5.840
C 3.538 -3.835 -4.789
S 1.786 -3.282 -5.015
O 0.966 -3.846 -3.908
C 2.031 -1.566 -4.453
H 3.579 -4.915 -4.887
H 3.749 -3.559 -3.755
H 4.202 -3.304 -5.466
H 2.553 -1.591 -3.498
H 1.049 -1.108 -4.403
H 2.701 -1.083 -5.168
```

ΔE to the lowest compared entry with this formula, charge and spin in kJ/mol: 0.0
Charge: +2
Lowest unoccupied orbital energy in Eh: -0.3844
Kohn-Sham gap in eV: 1.944
E in eV: -98382.131
Spin multiplicity: 1

No. 5
DFT (ωB97M-V with the def2-TZVPD basis set) results for a 8-piece molecular cluster, C16H32Br16 overall.

XYZ file:
```
64
C16H32Br16 (ωB97M-V with the def2-TZVPD basis set)
Br -9.188 -1.878 -4.701
C -7.559 -0.845 -4.941
C -6.310 -1.538 -4.374
Br -4.633 -0.525 -4.799
H -7.636 0.121 -4.442
H -7.389 -0.653 -6.000
H -6.197 -2.414 -5.012
H -6.439 -1.862 -3.342
Br -3.011 -9.174 0.219
C -1.372 -8.017 0.243
C -1.649 -6.528 0.466
Br 0.029 -5.431 0.755
H -0.792 -8.160 -0.669
H -0.636 -8.445 0.923
H -2.187 -6.485 1.413
H -2.232 -6.038 -0.314
Br -1.975 0.669 1.217
C -0.084 0.719 0.670
C -0.046 0.133 -0.705
Br 1.837 0.069 -1.356
H 0.502 0.068 1.319
H 0.278 1.743 0.763
H -0.727 0.518 -1.464
H -0.426 -0.885 -0.623
Br 4.239 2.825 3.454
C 5.166 1.801 4.932
C 6.142 2.772 5.576
Br 7.147 1.937 7.166
H 5.656 0.957 4.447
H 4.368 1.407 5.560
H 5.765 3.730 5.932
H 6.892 3.041 4.831
Br 1.889 -4.476 -4.376
C 3.874 -4.552 -4.342
C 4.520 -5.288 -5.509
Br 6.516 -5.430 -5.369
H 4.185 -5.008 -3.402
H 4.331 -3.564 -4.394
H 4.402 -4.738 -6.443
H 4.124 -6.287 -5.693
Br -0.560 5.857 4.041
C 0.062 7.430 2.919
C -0.175 7.078 1.447
Br 0.584 8.494 0.321
H 1.146 7.528 2.979
H -0.474 8.331 3.216
H -1.256 7.041 1.306
H 0.325 6.175 1.096
Br 2.062 4.404 -7.322
C 1.265 4.386 -5.467
C -0.277 4.149 -5.480
Br -0.872 4.364 -3.574
H 1.510 5.384 -5.104
H 1.784 3.606 -4.910
H -0.598 3.215 -5.940
H -0.918 4.848 -6.017
Br -3.853 0.169 8.088
C -2.175 -0.924 8.083
C -1.615 -0.760 6.657
Br 0.090 -1.808 6.517
H -2.412 -1.951 8.362
H -1.485 -0.488 8.806
H -1.312 0.280 6.540
H -2.223 -1.096 5.817
```

SMILES: BrCCBr.BrCCBr.BrCCBr.BrCCBr.BrCCBr.BrCCBr.BrCCBr.BrCCBr
ΔE to the lowest compared entry with this formula, charge and spin in kJ/mol: 258.9
Lowest unoccupied orbital energy in Eh: 0.0020
Kohn-Sham gap in eV: 10.478
E in eV: -1137790.095
Spin multiplicity: 1

No. 6
DFT (ωB97M-V with the def2-TZVPD basis set) results for a 2-piece molecular cluster, C16H32BrFO10PS2 overall.

XYZ file:
```
63
C16H32BrFO10PS2 (ωB97M-V with the def2-TZVPD basis set)
C 1.467 1.536 5.075
C -0.040 1.400 4.701
C -0.585 2.634 3.939
C 0.351 3.029 2.752
C -0.479 3.387 1.479
C -0.357 2.202 0.460
C -1.359 1.067 0.785
C -1.110 -0.310 0.086
P -2.842 -1.116 -0.149
O -3.857 0.071 -0.691
Br -3.588 -1.591 1.939
O -0.229 -0.977 1.009
S 1.291 -0.831 0.430
O 1.971 -2.072 0.389
O 2.019 0.036 1.307
O 0.946 -0.159 -1.021
C -0.456 -0.342 -1.312
C -0.632 -1.597 -2.214
C -0.391 -2.995 -1.549
C 0.958 -3.589 -2.050
C 1.494 -4.758 -1.183
S 3.273 -4.739 -0.974
O 3.682 -6.024 -1.346
O 3.935 -3.721 -1.774
O 3.683 -4.530 0.614
O -1.153 0.673 -1.993
C -0.547 1.067 -3.222
C -0.902 2.539 -3.620
C -2.023 3.157 -2.752
O 0.278 3.348 -3.557
H 1.643 1.325 6.142
H 2.024 0.788 4.492
H 1.885 2.533 4.886
H -0.177 0.515 4.061
H -0.630 1.247 5.620
H -0.705 3.513 4.594
H -1.588 2.377 3.560
H 0.975 3.899 3.003
H 1.025 2.192 2.519
H -0.131 4.283 0.949
H -1.560 3.481 1.682
H -0.630 2.619 -0.522
H 0.690 1.890 0.383
H -2.368 1.478 0.638
H -1.268 0.867 1.866
H -4.102 0.672 0.036
H -1.668 -1.605 -2.586
H 0.021 -1.571 -3.099
H -0.501 -3.015 -0.458
H -1.178 -3.661 -1.945
H 0.929 -3.866 -3.112
H 1.696 -2.771 -1.958
H 1.283 -5.722 -1.718
H 0.974 -4.746 -0.212
H 4.232 -3.728 0.633
H 0.550 0.993 -3.236
H -0.938 0.434 -4.039
H -1.207 2.559 -4.676
H -2.557 3.903 -3.366
H -1.575 3.739 -1.935
H -2.772 2.439 -2.396
H 0.790 3.070 -2.784
F 2.034 -6.924 -2.578
```

Charge: -1
Lowest unoccupied orbital energy in Eh: 0.0627
Kohn-Sham gap in eV: 5.348
E in eV: -141303.416
Spin multiplicity: 1

No. 7
DFT (ωB97M-V with the def2-TZVPD basis set) results for C16H32Cl2NO2Si2TeTi as an isolated structure.

XYZ file:
```
57
C16H32Cl2NO2Si2TeTi (ωB97M-V with the def2-TZVPD basis set)
Ti 1.581 0.108 0.326
Cl 0.727 1.854 2.133
C 0.043 0.628 3.213
Cl 0.591 -0.939 2.565
H -1.041 0.669 3.179
H 0.428 0.761 4.219
C 2.851 -4.806 -3.299
C 2.558 -3.587 -2.515
C 2.801 -2.298 -3.018
C 2.559 -1.192 -2.247
N 2.096 -1.283 -0.973
C 1.833 -2.528 -0.484
C 2.038 -3.667 -1.210
H 2.904 -4.614 -4.369
H 2.128 -5.596 -3.099
H 3.828 -5.196 -2.991
H 3.177 -2.172 -4.024
H 2.711 -0.199 -2.645
H 1.455 -2.600 0.533
H 1.803 -4.627 -0.768
C 0.412 6.808 -1.132
Si 1.373 5.362 -1.823
C 0.882 4.624 -3.482
C 3.236 5.668 -1.815
C 0.917 3.882 -0.558
Te 2.347 2.393 -0.922
C 3.708 2.892 0.649
Si 5.026 1.502 0.752
C 3.997 -0.056 1.332
C 5.606 1.184 -1.009
C 6.327 1.903 2.018
H 0.551 7.679 -1.777
H 0.764 7.080 -0.135
H -0.659 6.610 -1.076
H 1.320 5.190 -4.305
H -0.200 4.632 -3.624
H 1.226 3.590 -3.575
H 3.450 6.462 -2.533
H 3.818 4.796 -2.130
H 3.600 6.015 -0.846
H -0.080 3.539 -0.832
H 0.951 4.197 0.483
H 3.160 3.045 1.578
H 4.187 3.837 0.392
H 2.947 0.203 1.576
H 4.414 -0.423 2.272
H 4.074 -0.891 0.631
H 4.823 0.794 -1.662
H 6.438 0.477 -1.039
H 5.970 2.116 -1.452
H 5.906 2.003 3.020
H 6.825 2.844 1.774
H 7.100 1.132 2.053
O 0.363 0.896 -2.315
C -0.455 0.606 -1.476
O -0.094 0.329 -0.220
H -1.527 0.546 -1.687
```

ΔE to the lowest compared entry with this formula, charge and spin in kJ/mol: 103.7
Charge: +3
Lowest unoccupied orbital energy (alpha / beta) in Eh: -0.4334 / -0.4339
Kohn-Sham gap (alpha / beta) in eV: 6.463 / 6.451
E in eV: -93879.574
Spin multiplicity: 1

No. 8
DFT (ωB97M-V with the def2-TZVPD basis set) results for C16H32Cl2O15 as an isolated structure.

XYZ file:
```
65
C16H32Cl2O15 (ωB97M-V with the def2-TZVPD basis set)
C -3.510 -2.738 -2.358
O -3.880 -1.499 -1.827
C -3.080 -0.907 -0.925
O -1.912 -1.312 -0.607
O -3.644 0.213 -0.448
C -3.060 0.985 0.545
H -3.026 -2.579 -3.322
H -4.399 -3.364 -2.434
H -2.873 -3.363 -1.733
H -3.289 0.585 1.533
H -3.484 1.981 0.669
H -1.975 0.980 0.448
C -1.777 7.204 0.793
O -1.389 5.792 0.937
C -0.967 5.302 2.159
O -1.040 5.908 3.225
O -0.564 4.083 1.960
C -0.245 3.281 3.135
H -2.664 7.315 1.417
H -2.049 7.300 -0.258
H -1.015 7.888 1.168
H -1.194 2.952 3.558
H 0.394 3.784 3.861
H 0.365 2.416 2.872
C 0.319 -0.084 -1.702
O -1.073 0.286 -1.967
C -1.586 0.045 -3.193
O -0.925 -0.467 -4.117
O -2.905 0.288 -3.219
C -3.819 -0.217 -4.201
H 0.599 0.158 -0.677
H 0.989 0.297 -2.473
H 0.307 -1.173 -1.753
H -3.802 0.435 -5.074
H -4.823 -0.483 -3.871
H -3.443 -1.181 -4.545
C 2.499 0.144 2.491
O 2.847 -1.214 2.134
C 2.876 -2.155 3.071
O 2.401 -2.084 4.199
O 3.379 -3.261 2.446
C 3.628 -4.452 3.137
H 2.728 0.833 1.678
H 2.964 0.600 3.365
H 1.423 0.301 2.565
H 4.504 -4.270 3.759
H 3.870 -5.321 2.525
H 2.932 -4.852 3.873
C 2.307 -2.854 -3.783
O 2.321 -1.931 -2.728
C 2.776 -2.287 -1.508
O 2.992 -3.432 -1.079
O 2.979 -1.164 -0.849
C 3.285 -1.192 0.480
H 1.665 -3.702 -3.543
H 3.303 -3.279 -3.904
H 2.081 -2.249 -4.661
H 3.766 -0.279 0.830
H 3.915 -2.022 0.799
H 2.412 -1.374 1.107
C 0.037 0.194 1.242
Cl 0.139 1.917 1.832
Cl 1.401 -0.266 0.100
H -0.072 -0.471 2.099
H -0.919 0.014 0.748
```

ΔE to the lowest compared entry with this formula, charge and spin in kJ/mol: 2755.5
Lowest unoccupied orbital energy in Eh: 0.0114
Kohn-Sham gap in eV: 6.063
E in eV: -72839.823
Spin multiplicity: 1

- Number 5 is which compound?
  C16H32Br16

- Which of these has the highest spin multiplicity?
  C16H31NOsP2S